(1)
Formula: CH3Cl2NO2S
Source: the Open Molecules 2025 dataset
Level of theory: ωB97M-V/def2-TZVPD

Computed properties:
* spin multiplicity: 1
* energy above the lowest of the compared OMol25 structures with the same formula, charge and spin: 0.0 kJ/mol
* structure (SMILES): NS(=O)(=O)C(Cl)Cl
* DFT total energy: -42550.2302 eV

Positions of all 10 atoms, in Å:
C 0.880 -0.634 0.594
N -1.502 0.269 -0.522
O -0.034 1.838 0.724
O 0.665 0.997 -1.499
S 0.029 0.799 -0.246
Cl 2.558 -0.158 0.693
Cl 0.637 -2.054 -0.395
H 0.478 -0.795 1.594
H -2.099 0.182 0.280
H -1.612 -0.444 -1.221



(2)
Formula: C6H18O3S3
Source: the Open Molecules 2025 dataset
Level of theory: ωB97M-V/def2-TZVPD

Computed properties:
* spin multiplicity: 1
* energy above the lowest of the compared OMol25 structures with the same formula, charge and spin: 317.3 kJ/mol
* DFT total energy: -45155.8776 eV

Positions of all 30 atoms, in Å:
C 1.724 3.055 1.254
S 2.809 3.690 0.010
O 3.507 4.857 0.559
C 3.832 2.292 0.153
H 2.128 3.126 2.139
H 1.208 2.193 0.998
H 0.907 3.729 1.355
H 3.203 1.248 -0.110
H 4.210 2.267 1.054
H 4.671 2.536 -0.690
C -2.828 -1.540 1.680
S -4.039 -1.465 0.341
O -3.674 -0.262 -0.534
C -3.630 -2.853 -0.566
H -1.871 -1.420 1.267
H -2.917 -2.375 2.231
H -2.949 -0.434 2.205
H -4.036 -3.626 -0.004
H -2.514 -2.975 -0.988
H -4.360 -2.859 -1.423
C -0.546 -1.088 -1.952
S 1.038 -0.397 -1.761
O 0.836 1.051 -1.471
C 1.332 -1.139 -0.155
H -0.451 -2.045 -1.758
H -0.870 -1.069 -3.016
H -1.198 -0.506 -1.224
H 2.226 -0.458 0.241
H 1.672 -2.152 -0.276
H 0.580 -1.379 0.440



(3)
Formula: C33H40MnN4P2
Source: the Open Molecules 2025 dataset
Level of theory: ωB97M-V/def2-TZVPD

Computed properties:
* spin multiplicity: 4
* energy above the lowest of the compared OMol25 structures with the same formula, charge and spin: 226.8 kJ/mol
* <S²>: 4.049
* total charge: +2
* DFT total energy: -90703.0863 eV

Positions of all 80 atoms, in Å:
Mn 0.330 -0.608 -1.941
C 1.794 -0.731 -3.209
C 1.918 0.416 -2.335
C 1.987 1.804 -2.934
C 0.726 2.116 -3.769
C -0.457 1.366 -3.227
C -0.817 0.009 -3.511
C -0.179 -0.792 -4.617
C 1.370 -0.646 -4.632
C -2.018 -1.704 0.534
H 2.377 -1.608 -2.958
H 2.611 0.313 -1.485
H 2.894 2.000 -3.526
H 2.027 2.557 -2.146
H 0.511 3.195 -3.628
H 0.958 1.994 -4.852
H -1.301 1.981 -2.896
H -1.814 -0.369 -3.290
H -0.655 -0.440 -5.538
H -0.432 -1.869 -4.445
H 1.800 -1.496 -5.203
H 1.692 0.291 -5.119
H -1.711 -2.747 0.682
H -2.961 -1.604 0.008
H -1.870 -1.122 1.457
P -1.747 0.928 0.250
P 1.258 -0.503 1.667
N -2.936 1.097 -1.159
N -2.434 2.177 1.148
N 1.938 -1.500 0.460
N 2.574 -0.113 2.722
C -0.096 1.681 -0.009
C 1.111 1.222 0.871
C -3.432 -0.046 -1.783
C -4.296 0.315 -2.783
C -4.335 1.748 -2.822
C -3.498 2.214 -1.807
C -3.671 1.882 1.747
C -4.105 3.032 2.385
C -3.107 4.062 2.186
C -2.079 3.505 1.433
C 0.977 -2.175 -0.452
C 1.840 -3.041 -1.226
C 3.181 -2.606 -1.102
C 3.187 -1.651 -0.099
C 3.954 0.017 2.478
C 4.583 -0.102 3.699
C 3.581 -0.245 4.712
C 2.354 -0.163 4.103
H -0.093 2.781 0.082
H 0.140 1.480 -1.079
H 2.051 1.345 0.268
H 1.221 1.923 1.726
H -3.092 -1.025 -1.510
H -4.771 -0.372 -3.459
H -4.898 2.335 -3.522
H -3.265 3.213 -1.472
H -4.066 0.882 1.687
H -5.026 3.113 2.920
H -3.137 5.066 2.557
H -1.140 3.922 1.110
H 0.058 -2.530 0.037
H 1.493 -3.958 -1.686
H 4.044 -2.900 -1.700
H 4.047 -1.163 0.336
H 4.323 0.200 1.470
H 5.642 -0.138 3.849
H 3.710 -0.414 5.761
H 1.342 -0.215 4.493
C -0.273 -2.999 5.098
C -0.806 -1.716 4.861
C -0.605 -1.139 3.603
C 0.295 -1.698 2.656
C 0.503 -3.100 2.766
C 0.293 -3.733 4.028
H -0.351 -3.410 6.109
H -1.382 -1.151 5.615
H -1.092 -0.212 3.318
H 0.719 -3.632 1.836
H 0.532 -4.798 4.205